(1)
Computed, not measured: a molecular structure, C34H37FN8O4SSr in a non-equilibrium geometry, with ωB97M-V/def2-TZVPD.

Last column: Löwdin charge in e.
Element x y z (Å)
Sr (-0.076, 0.000, 0.135)  1.4860
C (2.534, -0.180, 1.323)  -0.2655
C (2.336, 1.198, 1.571)  -0.2321
C (2.579, 1.896, 0.388)  -0.1850
C (2.950, 0.949, -0.610)  -0.2309
C (2.914, -0.326, -0.031)  -0.2405
H (2.405, -0.984, 2.038)  0.0743
H (2.000, 1.631, 2.502)  0.0811
H (2.523, 2.968, 0.259)  0.0792
H (3.322, 1.181, -1.600)  0.0763
H (3.121, -1.259, -0.537)  0.0819
C (-3.027, -7.319, -1.746)  -0.0641
C (-1.527, -7.179, -1.566)  -0.1925
N (-1.154, -5.942, -0.881)  -0.0383
C (-0.825, -4.852, -1.629)  0.0277
C (-0.506, -3.616, -1.178)  -0.0222
C (-0.176, -2.558, -2.247)  -0.6400
O (-0.359, -2.907, -3.413)  -0.0012
O (0.246, -1.447, -1.814)  -0.1635
C (-0.506, -3.410, 0.251)  -0.2986
O (-0.245, -2.376, 0.853)  -0.0684
C (-0.917, -4.592, 1.068)  -0.0322
C (-0.985, -4.425, 2.446)  0.0926
C (-1.392, -5.462, 3.228)  -0.1846
F (-1.499, -5.279, 4.575)  0.0405
C (-1.734, -6.711, 2.687)  -0.1661
C (-1.646, -6.877, 1.323)  0.0573
C (-1.246, -5.817, 0.490)  -0.1263
N (-2.209, -7.795, 3.484)  -0.0995
C (-1.627, -8.135, 4.762)  -0.1361
C (-2.387, -7.595, 5.965)  -0.0851
N (-3.855, -7.941, 5.821)  0.0591
C (-4.419, -7.465, 4.501)  -0.0751
C (-3.613, -8.119, 3.393)  -0.1429
H (-3.263, -8.250, -2.263)  0.0788
H (-3.418, -6.491, -2.338)  0.0855
H (-3.550, -7.320, -0.788)  0.0619
H (-1.022, -7.157, -2.530)  0.1247
H (-1.102, -8.022, -1.019)  0.1139
H (-0.819, -4.992, -2.705)  0.1417
H (-0.735, -3.459, 2.867)  0.1485
H (-1.887, -7.848, 0.912)  0.1166
H (-0.603, -7.769, 4.815)  0.1473
H (-1.582, -9.230, 4.835)  0.1324
H (-2.347, -6.513, 6.025)  0.1192
H (-2.053, -8.038, 6.902)  0.1376
H (-4.382, -7.542, 6.598)  0.1812
H (-3.972, -8.956, 5.879)  0.1780
H (-4.312, -6.380, 4.495)  0.1446
H (-5.473, -7.737, 4.489)  0.1361
H (-4.007, -7.785, 2.435)  0.1368
H (-3.751, -9.208, 3.441)  0.1346
O (-0.950, 1.564, 1.652)  -0.2553
C (-1.955, 1.917, 2.352)  -0.3970
C (-1.837, 2.943, 3.337)  -0.0231
C (-2.889, 3.329, 4.129)  -0.1176
C (-4.150, 2.727, 4.009)  -0.1358
C (-4.301, 1.743, 3.054)  -0.0854
C (-3.255, 1.336, 2.221)  -0.0932
C (-3.525, 0.308, 1.206)  -0.2716
N (-2.662, -0.442, 0.550)  0.0321
C (-3.402, -1.271, -0.267)  -0.1430
C (-4.726, -1.020, -0.111)  -0.1235
N (-4.795, -0.015, 0.829)  0.0981
H (-0.862, 3.405, 3.429)  0.1077
H (-2.741, 4.112, 4.864)  0.0926
H (-4.976, 3.016, 4.644)  0.0810
H (-5.269, 1.255, 2.975)  0.0900
H (-2.931, -1.973, -0.937)  0.0981
H (-5.603, -1.427, -0.582)  0.0986
H (-5.622, 0.472, 1.119)  0.1357
C (-5.158, 1.724, -2.688)  -0.1118
C (-4.162, 1.915, -3.823)  -0.2496
C (-2.743, 1.710, -3.374)  -0.6351
N (-2.389, 1.689, -2.142)  0.0344
N (-1.028, 1.489, -1.981)  -0.0442
C (-0.412, 1.389, -3.120)  -0.7246
N (0.937, 1.257, -3.248)  0.1052
S (-1.445, 1.517, -4.492)  1.1014
H (-6.175, 1.899, -3.042)  0.0686
H (-4.947, 2.409, -1.869)  0.0742
H (-5.095, 0.714, -2.282)  0.0527
H (-4.252, 2.924, -4.236)  0.1089
H (-4.375, 1.228, -4.647)  0.1031
H (1.447, 1.095, -2.382)  0.0450
H (1.229, 0.622, -3.975)  0.0987

- Energy above the lowest of the compared OMol25 structures with the same formula, charge and spin: 0.653 eV
- LUMO level: -1.89 eV
- Net charge: 0
- Kohn-Sham gap: 0.1266 Eh
- HOMO energy: -5.34 eV

***

(2)
Computed, not measured: C7H10N2O3 in the gas phase in a non-equilibrium geometry, with ωB97M-V/def2-TZVPD.

Last column: Löwdin charge in e.
Element x y z (Å)
C (-1.542, -1.375, -0.057)  -0.0872
C (-1.715, -0.003, 0.072)  -0.0420
C (-0.294, -2.011, -0.343)  -0.0982
C (-0.571, 1.005, -0.169)  -0.2935
C (0.613, 0.532, 0.591)  -0.1271
C (-0.564, 1.195, -1.712)  -0.0355
C (0.503, 0.039, 2.010)  -0.0148
N (0.865, -1.407, -0.424)  -0.0887
N (1.970, 0.898, 0.221)  -0.4333
O (2.010, -1.662, -0.768)  0.0188
O (2.011, 1.875, -0.434)  0.1063
O (2.900, 0.269, 0.558)  0.1159
H (-2.424, -1.988, 0.056)  0.1000
H (-2.610, 0.539, -0.050)  0.0962
H (-0.515, -3.057, -0.655)  0.1356
H (-0.854, 1.945, 0.201)  0.1262
H (0.228, 0.512, -2.222)  0.1205
H (-0.342, 2.244, -1.926)  0.0825
H (-1.388, 0.888, -2.249)  0.0430
H (0.749, 0.727, 2.846)  0.1071
H (1.349, -0.627, 2.248)  0.0955
H (-0.380, -0.538, 2.206)  0.0728

- Energy above the lowest of the compared OMol25 structures with the same formula, charge and spin: 9.070 eV
- LUMO level (alpha / beta): -0.74 / -0.74 eV
- Net charge: 0
- Kohn-Sham gap (alpha / beta): 0.2884 / 0.2841 Eh
- HOMO energy (alpha / beta): -8.59 / -8.47 eV

***

(3)
Computed, not measured: 2 unconnected molecules or ions with the total composition C2H5N2O2 in a non-equilibrium geometry, with ωB97M-V/def2-TZVPD.

Last column: Löwdin charge in e.
Element x y z (Å)
N (0.824, 0.345, 1.145)  0.0614
C (1.726, 0.860, 0.280)  -0.3762
N (3.010, 0.470, 0.501)  -0.0546
H (1.315, -0.296, 1.753)  0.0797
H (-0.216, 0.276, 0.874)  0.1038
H (1.456, 1.701, -0.377)  0.1052
H (3.690, 1.254, 0.214)  0.0082
O (-1.099, -1.441, -0.534)  -0.2400
C (-2.168, -0.759, -0.907)  -0.5995
O (-2.388, 0.424, -0.498)  -0.1851
H (-2.537, -1.107, -1.967)  0.0972

- Energy above the lowest of the compared OMol25 structures with the same formula, charge and spin: 1.480 eV
- LUMO level: 4.27 eV
- Net charge: -1
- Kohn-Sham gap: 0.3139 Eh
- HOMO energy: -4.27 eV

***

(4)
Computed, not measured: a molecular structure, C6H9N in a non-equilibrium geometry, with ωB97M-V/def2-TZVPD.

Last column: Löwdin charge in e.
Element x y z (Å)
C (-1.631, 0.897, 0.474)  -0.1215
C (-0.844, -0.273, 1.028)  -0.2261
C (0.196, -0.536, -0.001)  -0.4239
C (1.434, 0.920, -0.252)  -0.2390
N (1.492, 1.653, -1.335)  0.1154
C (0.328, -1.126, -1.247)  -0.0101
C (0.501, -1.923, -0.171)  -0.0099
H (-2.154, 0.469, -0.405)  0.0922
H (-0.920, 1.667, 0.047)  0.0761
H (-2.117, 1.490, 1.200)  0.0508
H (-1.623, -1.262, 1.153)  0.1876
H (-0.380, -0.010, 1.945)  0.0925
H (1.795, 1.324, 0.725)  0.0956
H (1.624, 0.420, -1.271)  0.0479
H (0.801, -1.382, -2.193)  0.1236
H (1.498, -2.327, 0.303)  0.1490

- Energy above the lowest of the compared OMol25 structures with the same formula, charge and spin: 10.654 eV
- LUMO level: 0.16 eV
- Net charge: 0
- Kohn-Sham gap: 0.2926 Eh
- HOMO energy: -7.81 eV

***

(5)
Computed, not measured: 2 unconnected molecules or ions with the total composition C7H8FN2O2 in a non-equilibrium geometry, with ωB97M-V/def2-TZVPD.

Last column: Löwdin charge in e.
Element x y z (Å)
C (-1.508, -0.354, 1.405)  -0.0313
C (-2.826, -0.519, 1.219)  -0.1662
C (-2.324, 1.576, -1.713)  -0.7578
C (1.057, 0.519, -1.437)  -0.0732
C (1.536, -0.143, -0.172)  -0.1252
C (-0.936, 0.380, 0.239)  -0.2431
C (0.154, -0.324, -0.621)  -0.2098
N (-3.296, 0.107, 0.093)  0.1046
N (-2.140, 0.652, -0.559)  0.0307
O (-3.250, 1.364, -2.461)  0.0101
O (-1.406, 2.384, -1.679)  -0.0172
F (-4.061, 1.365, 1.093)  -0.3393
H (-0.957, -0.707, 2.318)  0.1187
H (-3.490, -1.026, 1.935)  0.1123
H (1.017, 1.554, -1.334)  0.0866
H (1.573, 0.108, -2.204)  0.0684
H (2.250, -0.829, -0.295)  0.0573
H (1.636, 0.497, 0.608)  0.0693
H (-0.626, 1.342, 0.746)  0.1770
H (-0.075, -1.314, -0.892)  0.1279

- Energy above the lowest of the compared OMol25 structures with the same formula, charge and spin: 3.616 eV
- LUMO level: 3.36 eV
- Net charge: -1
- Kohn-Sham gap: 0.3027 Eh
- HOMO energy: -4.87 eV

***

(6)
Computed, not measured: a molecular structure, C6H6AuN4O4S7Sb, with ωB97M-V/def2-TZVPD.

Last column: Löwdin charge in e.
Element x y z (Å)
Au (0.662, -0.142, -0.003)  0.4833
S (1.758, 2.243, 4.749)  -0.4446
Sb (0.691, 1.277, 2.990)  0.2541
S (2.521, 0.339, 1.491)  0.1436
S (1.661, 3.318, -0.146)  0.3305
S (0.506, 3.411, 1.476)  -0.0961
N (0.995, -2.483, 2.904)  -0.0128
C (0.255, -2.947, 1.947)  -0.7817
N (-0.119, -2.264, 0.855)  -0.0404
C (-0.886, -3.000, -0.014)  -0.3914
C (-1.182, -4.273, 0.352)  -0.4383
S (-0.430, -4.625, 1.883)  0.8796
C (-1.354, -2.364, -1.271)  -0.3356
C (-1.661, -3.008, -2.419)  -0.3855
S (-2.138, -1.884, -3.644)  0.9994
C (-1.850, -0.583, -2.535)  -0.7063
N (-1.443, -0.976, -1.353)  0.0539
N (-2.136, 0.710, -2.869)  0.0906
H (2.312, -0.815, 2.176)  -0.2560
H (1.151, -3.182, 3.622)  0.0015
H (-1.807, -4.982, -0.165)  0.0448
H (-1.597, -4.065, -2.615)  0.0608
H (-1.719, 1.011, -3.751)  0.0826
H (-1.784, 1.335, -2.151)  0.0875
O (1.386, 0.804, -2.732)  -0.3867
S (1.211, 2.245, -2.787)  0.2855
O (0.122, 2.652, -3.665)  -0.3682
O (0.594, 2.613, -1.302)  -0.7773
O (2.430, 3.016, -2.918)  -0.3766

- Energy above the lowest of the compared OMol25 structures with the same formula, charge and spin: 0.000 eV
- LUMO level: 3.99 eV
- Net charge: -2
- Kohn-Sham gap: 0.2141 Eh
- HOMO energy: -1.83 eV

***

(7)
Computed, not measured: a molecular structure, C37H30BrNO2P2Pd, with ωB97M-V/def2-TZVPD.

Last column: Löwdin charge in e.
Element x y z (Å)
Pd (-0.538, -0.551, 0.371)  0.6709
C (-0.314, 1.841, 2.614)  -0.2543
P (-0.352, 1.819, 0.764)  1.0237
C (-1.910, 2.596, 0.259)  -0.3941
C (-2.541, 3.568, 1.032)  -0.0859
C (-3.770, 4.077, 0.644)  -0.0770
C (-4.378, 3.619, -0.518)  -0.0778
C (-3.755, 2.652, -1.291)  -0.0703
C (-2.527, 2.137, -0.904)  -0.1103
C (0.946, 2.962, 0.221)  -0.3343
C (2.155, 3.026, 0.909)  -0.1023
C (3.164, 3.866, 0.469)  -0.0817
C (2.979, 4.647, -0.662)  -0.0812
C (1.775, 4.590, -1.349)  -0.0786
C (0.762, 3.753, -0.911)  -0.0806
C (0.443, 0.622, 3.055)  -0.4274
C (1.404, 0.401, 4.025)  -0.0728
C (1.845, -0.939, 3.856)  -0.0716
C (1.125, -1.457, 2.798)  -0.4190
C (1.324, -2.649, 1.911)  -0.2332
P (1.430, -1.940, 0.205)  1.0609
C (3.060, -1.183, 0.062)  -0.3212
C (3.343, -0.076, 0.863)  -0.0823
C (4.582, 0.538, 0.782)  -0.0740
C (5.537, 0.067, -0.108)  -0.0795
C (5.253, -1.024, -0.916)  -0.0811
C (4.020, -1.650, -0.831)  -0.0764
C (1.410, -3.307, -0.973)  -0.3747
C (1.806, -4.592, -0.612)  -0.0811
C (1.788, -5.615, -1.547)  -0.0789
C (1.378, -5.358, -2.847)  -0.0814
C (0.975, -4.081, -3.209)  -0.0716
C (0.982, -3.059, -2.275)  -0.0912
N (0.253, -0.517, 2.340)  -0.0987
H (-1.361, 1.811, 2.936)  0.0728
H (0.132, 2.763, 2.991)  0.0941
H (-2.079, 3.936, 1.940)  0.1068
H (-4.255, 4.829, 1.253)  0.1038
H (-5.342, 4.012, -0.815)  0.1035
H (-4.232, 2.278, -2.188)  0.1092
H (-2.072, 1.340, -1.486)  0.0862
H (2.309, 2.426, 1.799)  0.0925
H (4.099, 3.909, 1.012)  0.1030
H (3.770, 5.301, -1.006)  0.1031
H (1.618, 5.201, -2.227)  0.1045
H (-0.177, 3.722, -1.450)  0.1017
H (1.737, 1.107, 4.768)  0.0913
H (2.613, -1.447, 4.415)  0.0936
H (0.465, -3.328, 1.901)  0.0930
H (2.223, -3.208, 2.173)  0.0937
H (2.601, 0.296, 1.558)  0.0705
H (4.800, 1.388, 1.415)  0.1011
H (6.501, 0.553, -0.177)  0.1029
H (5.994, -1.392, -1.612)  0.1035
H (3.806, -2.505, -1.461)  0.1009
H (2.132, -4.804, 0.398)  0.1012
H (2.093, -6.612, -1.260)  0.1035
H (1.362, -6.157, -3.577)  0.1024
H (0.639, -3.883, -4.219)  0.1055
H (0.618, -2.074, -2.542)  0.0990
Br (-3.356, -0.566, 1.730)  0.8488
C (-4.354, -0.997, 0.166)  -0.5743
C (-5.710, -0.709, 0.165)  -0.1270
C (-6.463, -0.978, -0.966)  -0.0839
C (-5.856, -1.509, -2.096)  -0.0772
C (-4.496, -1.768, -2.088)  -0.0195
C (-3.730, -1.533, -0.951)  -0.1768
C (-2.240, -1.751, -0.971)  -0.7187
O (-1.723, -2.543, -0.149)  -0.0741
O (-1.581, -0.984, -1.726)  -0.0799
H (-6.168, -0.276, 1.043)  0.0984
H (-7.523, -0.763, -0.965)  0.1038
H (-6.441, -1.712, -2.982)  0.1032
H (-4.006, -2.156, -2.971)  0.1225

- Energy above the lowest of the compared OMol25 structures with the same formula, charge and spin: 0.108 eV
- Multiplicity: 3
- LUMO level (alpha / beta): 0.72 / -1.19 eV
- Net charge: 0
- Kohn-Sham gap (alpha / beta): 0.2929 / 0.2256 Eh
- HOMO energy (alpha / beta): -7.25 / -7.33 eV

***

(8)
Computed, not measured: a molecular structure, C3H5O2 in a non-equilibrium geometry, with ωB97M-V/def2-TZVPD.

Last column: Löwdin charge in e.
Element x y z (Å)
C (1.096, 1.175, 1.179)  0.0058
C (-0.192, -0.632, 0.017)  -0.1140
C (-0.838, -0.834, -1.250)  0.0557
O (0.999, 0.858, 0.054)  0.1112
O (-0.172, -0.790, 1.180)  0.2220
H (1.619, 2.067, 1.582)  0.1464
H (0.476, 0.922, 2.024)  0.1219
H (-0.173, -0.914, -2.118)  0.1244
H (-1.573, 0.029, -1.514)  0.1786
H (-1.243, -1.880, -1.155)  0.1482

- Energy above the lowest of the compared OMol25 structures with the same formula, charge and spin: 1.792 eV
- LUMO level: -5.53 eV
- Net charge: +1
- Kohn-Sham gap: 0.4036 Eh
- HOMO energy: -16.51 eV

***

> net charge of number 4 (C6H9N)?

0

***

> Which of these has the highest net charge?

C3H5O2

***

> Among the records above, which one has the highest net charge?

C3H5O2

***

Copy entry 8 word for word.
Computed, not measured: a molecular structure, C3H5O2 in a non-equilibrium geometry, with ωB97M-V/def2-TZVPD.

Last column: Löwdin charge in e.
Element x y z (Å)
C (1.096, 1.175, 1.179)  0.0058
C (-0.192, -0.632, 0.017)  -0.1140
C (-0.838, -0.834, -1.250)  0.0557
O (0.999, 0.858, 0.054)  0.1112
O (-0.172, -0.790, 1.180)  0.2220
H (1.619, 2.067, 1.582)  0.1464
H (0.476, 0.922, 2.024)  0.1219
H (-0.173, -0.914, -2.118)  0.1244
H (-1.573, 0.029, -1.514)  0.1786
H (-1.243, -1.880, -1.155)  0.1482

- Energy above the lowest of the compared OMol25 structures with the same formula, charge and spin: 1.792 eV
- LUMO level: -5.53 eV
- Net charge: +1
- Kohn-Sham gap: 0.4036 Eh
- HOMO energy: -16.51 eV